Molecular formula: C5H11NO3S
Method: DFT, wB97M-V/def2-TZVPD

The geometry in XYZ format:
```
21
Properties=species:S:1:pos:R:3:forces:R:3
C 0.169 1.218 -0.591 0.13 -0.68 -1.75
H 1.582 1.831 1.919 -0.35 -1.19 -0.20
H 0.517 -0.743 -1.542 1.22 0.25 -0.23
C 1.527 -0.195 1.185 0.90 0.71 2.91
C -0.137 1.628 0.853 2.54 3.19 0.00
N 0.895 1.074 1.764 -0.02 -0.89 -0.31
H 1.222 1.402 -1.079 -2.04 0.37 1.41
H 0.098 2.789 1.017 -1.35 -2.23 -0.77
O -2.720 -0.679 -0.431 2.98 -0.78 -2.77
C 0.004 -0.287 -0.711 -0.17 -2.30 1.19
H -1.177 1.418 1.109 0.19 -0.16 0.12
S -1.578 -0.802 -1.416 -2.86 0.30 2.11
H -0.395 -0.849 1.391 0.48 -1.03 -0.97
O -1.273 -2.441 -1.751 -1.44 0.31 1.08
H 2.381 0.121 0.612 0.05 -0.29 -1.35
O -1.613 -0.061 -2.662 -0.43 -1.36 0.81
H -0.619 1.492 -1.293 0.38 1.36 -0.04
H 0.566 -2.044 0.297 0.40 -0.98 0.65
H -1.908 -3.135 -1.322 1.32 2.41 -0.81
H 2.060 -0.694 2.040 -0.87 0.13 -0.51
C 0.402 -1.043 0.611 -1.06 2.85 -0.56
```
Forces are in eV/Å.

HOMO-LUMO gap = 0.34685 Eh
Spin multiplicity = 1
Energy above the lowest of the compared OMol25 structures with the same formula, charge and spin = 200.4 kJ/mol

***

Molecular formula: C29H16F8MnN6
Method: DFT, wB97M-V/def2-TZVPD

The geometry in XYZ format:
```
60
Properties=species:S:1:pos:R:3:forces:R:3
C 0.591 5.186 1.104 -0.08 0.01 -0.17
F -0.233 9.548 -0.617 0.04 -0.03 0.09
H -2.661 0.214 -1.751 0.03 -0.08 0.00
C -2.255 0.081 1.497 -0.46 0.05 -0.67
C 0.079 3.209 -0.221 -0.04 -0.46 -0.18
N 2.070 0.148 0.208 1.36 -0.29 0.46
C -1.104 0.077 2.411 0.71 -0.01 -0.02
C -3.596 0.023 1.869 0.46 0.05 0.26
H -3.882 0.004 2.914 0.00 -0.03 -0.03
C -0.012 -1.850 -0.551 -0.20 -0.90 -0.41
C -1.152 -0.101 6.736 -0.03 0.01 -0.11
H 0.949 4.532 1.888 0.00 0.01 0.01
H -5.055 0.000 -1.022 0.03 0.03 -0.04
H 2.192 -0.206 6.269 -0.01 0.01 0.01
H 2.073 -0.343 8.710 0.01 -0.01 -0.03
C 1.164 -0.274 8.124 -0.08 0.02 -0.20
Mn 0.069 0.080 -0.222 -0.23 1.74 -0.08
C 0.071 1.996 -0.327 0.02 1.00 -0.32
C 0.038 -0.096 6.006 -0.01 -0.02 0.47
C 0.097 4.627 -0.083 0.06 0.36 0.22
C 1.239 0.055 3.805 0.22 0.02 0.10
C 1.132 -2.869 -0.427 0.42 -0.03 0.06
C 1.220 -0.189 6.740 0.04 -0.01 -0.10
H 0.995 6.998 2.177 0.01 -0.02 0.00
C -2.926 0.132 -0.704 0.07 0.09 -0.10
H 3.993 0.109 2.956 0.00 0.00 -0.03
N -4.574 -0.011 0.983 -0.28 -0.02 -0.18
C 0.227 8.868 0.442 0.00 0.07 0.05
C 1.217 0.105 2.425 -0.68 -0.06 -0.06
H -0.749 5.035 -2.013 0.00 -0.01 0.00
F 0.732 -4.117 -0.591 -0.06 -0.03 -0.08
N -1.937 0.141 0.184 -1.25 -0.33 0.51
C 4.387 0.196 -0.256 0.00 0.05 0.19
F 1.495 9.267 0.664 -0.14 0.00 -0.02
F 0.147 -1.122 -1.798 0.15 -1.06 -1.57
H 2.195 0.058 4.307 -0.04 -0.02 0.04
C 0.045 -0.004 4.530 0.01 0.04 -0.44
H 5.201 0.236 -0.968 -0.02 -0.02 -0.03
N 0.061 0.115 1.755 -0.03 -0.22 2.28
C 0.618 6.557 1.263 0.01 0.03 0.01
C -1.109 -0.194 8.119 0.11 0.02 -0.21
C 3.716 0.130 1.909 -0.46 0.04 0.23
F -0.496 9.248 1.515 0.08 -0.01 -0.10
N 0.025 -0.277 8.799 -0.02 -0.03 0.44
C -1.141 0.016 3.790 -0.23 -0.02 0.07
C 2.378 0.129 1.524 0.44 0.05 -0.62
H -2.120 -0.033 6.260 0.00 0.01 0.00
C 0.159 7.379 0.241 -0.01 -0.01 -0.05
C -4.248 0.037 -0.302 -0.01 0.04 0.21
N 4.702 0.158 1.031 0.30 0.01 -0.15
H -2.024 -0.201 8.699 -0.01 0.00 -0.02
F 2.109 -2.605 -1.306 -0.08 -0.02 0.11
F 1.665 -2.769 0.810 -0.10 0.00 -0.08
C 3.065 0.191 -0.672 -0.06 0.06 -0.07
H 2.805 0.227 -1.722 -0.03 -0.04 0.00
C -0.369 5.466 -1.097 0.03 -0.16 0.02
F -1.173 -2.509 -0.673 0.00 0.07 0.20
H -0.695 7.492 -1.719 0.01 -0.01 -0.01
H -2.103 -0.029 4.276 0.04 0.00 0.06
C -0.337 6.840 -0.935 0.03 0.08 0.06
```
Forces are in eV/Å.

HOMO-LUMO gap (alpha / beta) = 0.25236 / 0.24794 Eh
Total charge = +1
Spin multiplicity = 5

***

Molecular formula: CH9NO2
Method: DFT, wB97M-V/def2-TZVPD

The geometry in XYZ format:
```
13
Properties=species:S:1:pos:R:3:forces:R:3
O -0.988 -1.945 0.923 -1.45 -0.41 -0.59
O -2.288 -0.860 -1.464 -1.90 5.88 4.82
H 1.093 0.321 -0.478 1.10 -1.28 -1.03
N 2.194 1.719 0.800 -5.62 3.58 -3.80
C 1.019 0.978 0.344 -2.16 -0.88 2.52
H -1.388 -1.868 0.029 0.08 0.17 0.78
H -2.473 -1.434 -2.093 -1.20 -4.40 -4.83
H 2.722 1.203 1.307 4.44 -4.18 4.08
H -3.203 -0.349 -1.358 3.13 -1.57 -0.11
H 2.683 2.098 0.030 0.65 0.42 -0.69
H 0.556 0.311 1.234 1.13 1.71 -1.87
H -0.089 -1.730 0.770 1.35 0.29 -0.08
H 0.162 1.555 -0.045 0.45 0.67 0.81
```
Forces are in eV/Å.

HOMO-LUMO gap = 0.35724 Eh
Spin multiplicity = 1
Energy above the lowest of the compared OMol25 structures with the same formula, charge and spin = 125.1 kJ/mol

***

Molecular formula: C56H54N3O18
Method: DFT, wB97M-V/def2-TZVPD

The geometry in XYZ format:
```
131
Properties=species:S:1:pos:R:3:forces:R:3
H -5.656 -4.989 4.454 0.47 0.86 -0.96
C 0.134 -2.903 6.855 -0.16 -0.22 -0.07
H -0.120 -9.320 -0.398 0.02 0.02 0.04
C -1.630 1.316 1.848 -0.93 -0.09 0.84
H -11.907 1.029 2.913 0.98 -0.58 -0.94
C -2.535 -10.723 2.380 0.04 0.18 0.21
C 12.370 1.599 -0.681 0.32 -0.18 -0.01
C -5.750 -4.123 1.250 -1.15 -0.72 -1.08
C 5.948 3.497 -5.430 0.01 0.17 -0.07
O 13.420 0.990 -0.675 -0.19 0.11 0.00
O 7.142 0.141 -3.432 -0.07 0.14 -0.10
H -1.566 -11.274 -0.932 -0.03 -0.03 0.03
C 0.186 4.972 -1.584 -0.18 -0.24 -0.08
H 10.769 4.163 -2.353 -0.04 0.00 0.03
H 3.594 5.704 -7.267 0.02 -0.08 -0.01
H -3.217 -11.151 3.103 0.01 -0.04 -0.03
C 0.576 3.877 -0.930 -0.02 0.14 -0.05
C -1.117 -2.308 4.833 -0.05 0.02 -0.02
C 10.968 3.360 -1.654 0.20 0.00 -0.11
H -4.881 -3.437 3.701 -0.49 -1.37 -0.28
C 5.976 2.176 -6.096 0.00 -0.24 -0.10
C -1.278 -1.853 0.644 0.06 0.02 0.24
C 2.025 5.418 -5.873 0.10 0.02 -0.09
O 3.245 8.487 1.049 0.07 -0.12 -0.11
C -11.058 0.554 2.328 0.61 -0.55 -0.27
C 6.369 3.557 -4.012 0.02 0.00 0.20
H -7.641 -3.457 -1.319 -0.14 0.00 1.53
H -6.386 -5.740 2.364 0.44 0.71 -0.25
C -0.842 -0.344 0.412 0.95 -0.57 0.29
C 0.423 -0.641 5.759 -0.12 0.06 -0.22
C 12.122 2.694 -1.646 -0.14 0.19 -0.11
C 11.287 1.275 0.275 -0.24 0.02 0.12
H -7.380 -2.558 0.294 -0.38 -1.14 -0.62
H 0.565 7.330 0.969 0.04 0.01 -0.04
C 0.851 3.182 -5.989 0.04 -0.18 -0.10
N -4.982 -2.935 1.155 -1.41 -2.38 -1.57
O -1.922 0.612 0.648 1.14 0.17 1.24
H 1.291 5.285 2.185 0.01 -0.02 -0.01
H -5.244 -2.520 0.243 0.11 -0.14 0.75
H -0.742 -0.312 4.021 -0.08 -0.01 0.05
C 1.648 2.815 -6.991 -0.19 -0.12 0.16
C -2.728 -2.207 0.081 0.13 -0.89 -0.47
H -0.524 -2.544 0.137 -0.83 1.10 0.60
H 2.104 6.387 -5.396 -0.05 -0.01 0.01
H 5.665 2.152 -7.134 -0.01 0.06 -0.01
H -10.441 -0.068 3.050 -0.66 0.83 -0.68
H 1.568 1.846 -7.468 0.03 0.02 -0.03
H -1.240 -4.210 5.910 -0.02 0.02 -0.03
H -0.049 -0.115 1.201 -0.58 -0.39 -1.39
H 0.413 -3.574 7.658 0.03 0.04 0.01
H 7.068 2.486 -2.323 0.02 0.01 -0.01
O -0.195 7.293 -1.513 0.10 -0.15 0.10
C -11.549 -0.416 1.167 -1.00 1.37 0.44
C 2.823 5.053 -6.875 -0.06 0.26 0.09
O 1.597 -1.267 7.698 -0.16 -0.08 -0.16
H 0.911 0.326 5.767 0.01 -0.02 0.03
C -2.502 -11.363 1.045 -0.18 -0.32 -0.11
O 6.795 6.625 -2.417 -0.17 0.03 0.09
H -3.196 -4.233 0.831 -0.78 0.97 0.29
C 9.887 3.035 -0.698 -0.19 0.12 0.00
H -2.572 -2.814 -0.875 -0.32 0.96 1.08
O -1.929 -2.620 3.978 0.09 0.08 0.19
H 2.771 8.328 -1.498 -0.01 0.02 0.04
C 4.645 7.514 -2.064 -0.25 0.06 0.03
H -11.902 0.253 0.315 0.72 -1.18 0.75
C 4.059 8.060 0.254 -0.16 0.12 0.19
C 0.588 6.356 0.498 0.06 0.02 0.27
H -10.385 1.352 1.874 -0.88 -0.97 0.76
C 0.790 -1.575 6.846 0.26 0.15 0.27
O -8.943 -3.993 0.187 1.56 1.07 0.68
C 0.162 6.295 -0.919 -0.06 0.18 -0.10
C 0.980 4.512 -5.354 -0.01 0.14 0.08
H -0.128 4.945 -2.624 0.04 0.07 0.47
H -11.584 -3.145 0.980 1.34 0.47 0.25
C -0.803 -9.749 0.325 -0.03 -0.13 -0.16
H -7.084 -5.416 0.436 0.39 0.38 -0.46
O -0.130 -8.152 1.919 -0.25 -0.06 -0.02
H 7.266 6.784 0.128 0.00 -0.03 -0.06
C 3.752 7.984 -1.193 0.00 -0.07 -0.24
H -1.542 -6.116 3.124 -1.66 0.46 0.27
C 6.757 2.461 -3.361 -0.04 0.17 0.04
O 3.420 3.388 -8.427 -0.16 -0.02 0.17
O 8.834 3.646 -0.705 0.08 -0.10 0.00
C -3.499 -3.178 1.090 2.35 0.90 1.34
C -5.082 -4.547 3.588 2.22 -1.71 0.62
H 11.486 0.472 0.974 0.04 0.00 -0.03
C 0.977 5.260 1.149 -0.01 0.16 0.03
H -9.633 -4.371 2.111 0.21 1.17 -0.77
H 6.391 0.106 -5.916 0.03 0.00 0.03
H 6.343 4.532 -3.540 0.05 0.03 -0.04
C -3.697 -5.303 3.544 -0.07 0.71 -0.58
C -2.583 -5.737 3.301 -0.44 0.09 0.35
H -1.172 -2.066 1.760 -0.56 0.24 -1.44
H -0.403 -0.226 -0.627 -0.70 0.18 1.23
C -0.752 -3.243 5.919 0.04 -0.08 0.14
O -10.509 -1.329 0.727 -0.76 -0.25 0.63
H -3.086 -2.950 2.129 -0.60 -0.48 -1.45
H -8.582 -2.895 2.034 -0.58 -0.49 -0.98
H 5.600 7.661 1.755 -0.04 0.02 0.00
H -12.478 -0.963 1.530 1.19 0.33 -0.53
H 12.924 2.919 -2.338 0.02 -0.04 0.03
O 5.591 4.495 -6.027 0.00 -0.13 0.12
O -3.207 -12.317 0.787 0.10 0.20 0.06
C 10.134 1.941 0.267 0.12 -0.16 0.10
H -0.767 2.078 1.825 -1.00 -1.23 -0.41
C 1.001 3.939 0.485 0.14 -0.12 -0.03
N -6.563 -4.578 0.132 0.31 1.39 2.89
C -10.678 -2.587 1.399 -0.45 -0.06 0.82
H -1.771 -9.199 3.636 0.04 0.00 -0.01
C 6.786 1.140 -4.026 0.11 -0.21 0.17
C -9.374 -3.466 1.461 -1.29 -0.32 1.27
C 2.695 3.723 -7.513 0.26 0.00 -0.26
H 0.599 2.902 -1.400 0.01 -0.01 0.02
C 6.286 7.127 -0.177 -0.01 0.05 0.25
H 4.438 7.450 -3.126 0.05 -0.01 -0.01
O 1.359 2.937 1.083 -0.18 0.05 -0.01
C 5.394 7.597 0.694 0.21 -0.09 -0.03
C -1.760 -9.678 2.665 -0.17 -0.11 0.09
C 6.364 1.081 -5.445 -0.09 0.08 -0.19
H 0.079 2.532 -5.596 -0.01 0.04 0.01
C -7.645 -3.552 -0.185 -0.39 0.70 -1.97
H -10.962 -2.349 2.484 0.54 -0.58 -1.14
N -5.818 -4.884 2.342 0.84 1.43 0.11
H -3.313 -1.286 -0.213 0.57 -0.88 0.69
C -0.463 -0.982 4.823 0.15 0.11 -0.02
C 5.980 7.051 -1.623 0.22 -0.08 -0.16
O -2.285 1.138 2.855 1.07 0.34 -1.90
C -1.577 -10.795 0.039 0.18 0.18 -0.09
C -0.836 -9.110 1.659 0.21 0.18 0.04
H 9.332 1.716 0.958 -0.02 0.03 -0.03
O 0.254 4.847 -4.435 0.12 -0.15 -0.65
```
Forces are in eV/Å.

HOMO-LUMO gap = 0.29006 Eh
Total charge = +1
Spin multiplicity = 1
Energy above the lowest of the compared OMol25 structures with the same formula, charge and spin = 247.3 kJ/mol

***

Molecular formula: C2H5IS2
Method: DFT, wB97M-V/def2-TZVPD

The geometry in XYZ format:
```
10
Properties=species:S:1:pos:R:3:forces:R:3
S 0.843 0.181 0.669 -1.48 1.47 -0.46
S 3.616 -1.106 0.543 -0.98 0.19 -0.13
H 0.225 -1.991 -0.105 0.12 1.00 -0.37
H -0.318 -0.823 -1.432 0.50 0.03 2.46
C -0.241 -0.982 -0.264 -0.06 -1.82 -2.07
H 0.358 2.532 0.827 0.48 0.15 -0.19
H -0.194 1.740 -0.795 -0.40 0.33 -0.78
H -1.290 -1.219 0.086 1.09 1.38 0.23
I 5.057 0.613 -0.133 -0.10 0.17 -0.05
C 0.285 1.701 0.146 0.85 -2.90 1.35
```
Forces are in eV/Å.

HOMO-LUMO gap = 0.18894 Eh
Spin multiplicity = 1
Energy above the lowest of the compared OMol25 structures with the same formula, charge and spin = 328.8 kJ/mol